1.
{"formula": "C5H9I", "method": "wB97M-V/def2-TZVPD", "elements": ["C", "C", "C", "C", "C", "I", "H", "H", "H", "H", "H", "H", "H", "H", "H"], "positions_angstrom": [[1.057, 1.297, 0.381], [-0.102, 0.881, -0.389], [-2.414, -0.076, -0.609], [2.310, -1.589, 0.915], [-1.108, 0.091, 0.076], [2.698, 0.007, -0.356], [1.463, 2.320, 0.046], [0.684, 1.464, 1.350], [-0.076, 0.969, -1.504], [-3.199, 0.245, 0.023], [-2.512, 0.380, -1.655], [-2.648, -1.168, -0.854], [1.721, -2.269, 0.243], [3.158, -2.118, 1.317], [-1.033, -0.434, 1.016]], "atomic_forces_ev_per_a": [[0.817, 2.233, -2.437], [-1.508, -1.708, -1.407], [0.159, -2.062, -3.101], [-1.668, -0.729, -1.136], [0.915, 1.128, -0.532], [0.197, -0.236, 1.325], [-0.688, -1.449, 0.248], [0.806, -0.737, 2.033], [-0.267, 0.734, 0.933], [-0.901, 0.542, 0.565], [0.364, -0.066, 1.654], [0.367, 1.084, 0.662], [0.594, 0.443, 0.694], [0.738, 0.380, -0.061], [0.074, 0.442, 0.560]], "largest_force_ev_per_a": 3.7, "homo_lumo_gap_ev": [7.33, 7.33], "homo_energy_ev": [-7.28, -7.28], "energy_ha": -493.4049, "e_above_lowest_kj_mol": 478.7}



2.
{"formula": "C5H9IN", "method": "wB97M-V/def2-TZVPD", "elements": ["C", "C", "C", "C", "C", "N", "I", "H", "H", "H", "H", "H", "H", "H", "H", "H"], "positions_angstrom": [[1.047, -1.177, -0.577], [-1.078, -0.556, -1.019], [-0.263, -0.887, 0.214], [-0.691, -0.909, 1.668], [0.531, 2.409, -0.297], [0.257, 0.056, -0.675], [2.395, 2.780, -0.845], [1.893, -1.009, 0.010], [1.120, -1.892, -1.388], [-1.097, -1.301, -1.912], [-1.881, 0.119, -0.788], [-1.142, -0.028, 1.874], [0.167, -0.863, 2.299], [-1.299, -1.833, 1.809], [-0.192, 2.567, -1.028], [0.232, 2.525, 0.653]], "atomic_forces_ev_per_a": [[-2.120, 0.226, 1.093], [1.387, -1.618, -0.104], [-0.190, -2.250, -0.851], [1.591, -2.615, -1.890], [1.733, -1.504, -2.950], [-0.255, 2.898, -0.875], [0.295, 0.041, 0.106], [1.449, -0.002, 0.721], [-0.279, 0.264, -0.148], [-0.128, 1.684, 1.673], [-0.422, 0.081, -0.474], [-2.330, 2.584, 0.609], [0.775, -0.634, 0.531], [0.415, 0.983, 0.245], [-1.145, -0.006, -1.254], [-0.776, -0.132, 3.568]], "largest_force_ev_per_a": 3.7, "homo_lumo_gap_ev": 7.65, "homo_energy_ev": -13.83, "energy_ha": -547.9163, "total_charge": 1, "e_above_lowest_kj_mol": 454.4}